49
Properties=species:S:1:pos:R:3:lowdin_charge:R:1 method="wB97M-V/def2-TZVPD" multiplicity=1 charge=0 lumo_energy_ev=0.4 de_lowest_kcal_mol=466.0 orbital_gap_ev=8.147
C -3.56 -1.60 -2.50 -0.16
C -4.35 -0.82 -1.63 -0.27
C -3.66 -0.37 -0.34 -0.33
H -3.27 -1.38 0.07 0.17
H -4.54 -0.32 0.26 0.12
C -2.83 0.57 -0.42 -0.25
N -1.99 0.67 0.83 -0.02
C -0.78 0.10 0.72 -0.43
O -0.14 0.19 1.75 0.06
C -0.29 -0.86 -0.34 -0.17
N 0.73 -1.43 0.06 -0.11
C 1.99 -1.20 0.10 0.04
C 2.76 -2.64 0.47 -0.11
C 1.77 -3.35 0.68 -0.24
N 0.57 -2.93 0.19 0.11
H 1.75 -4.50 1.03 0.17
C 4.24 -2.62 0.88 0.08
H 4.39 -2.33 1.97 0.15
O 4.96 -1.35 -0.02 -0.05
C 4.20 -0.21 -0.01 -0.25
C 4.99 0.82 -0.55 0.04
C 4.36 2.17 -0.52 -0.04
C 3.11 2.39 -0.50 -0.46
C 2.24 1.24 -0.08 0.07
C 2.83 0.09 -0.30 -0.05
H 1.33 1.37 -0.15 0.02
C 2.52 3.44 -0.78 -0.14
H 3.24 4.57 -0.49 0.18
H 1.50 3.70 -0.11 0.16
H 2.34 3.74 -1.76 0.06
H 5.14 3.01 -0.97 0.17
H 6.07 0.64 -0.66 0.12
H 4.71 -3.36 0.56 0.02
H -1.15 -1.64 -0.62 0.18
H -0.10 -0.27 -1.20 0.14
C -2.28 1.84 1.82 -0.12
C -2.97 0.86 2.72 -0.18
H -2.32 0.11 3.54 0.15
H -3.27 1.57 3.73 0.10
H -4.02 0.50 2.64 0.06
H -1.34 2.03 2.34 0.12
H -3.12 2.48 1.63 0.12
H -2.28 0.44 -1.34 0.13
H -3.34 1.47 -0.59 0.14
H -4.95 0.17 -2.19 0.19
H -5.23 -1.48 -1.42 0.12
H -4.09 -1.98 -3.43 0.12
H -2.62 -1.16 -2.86 0.09
H -3.23 -2.41 -2.21 -0.01

***

50
Properties=species:S:1:pos:R:3:lowdin_charge:R:1 method="wB97M-V/def2-TZVPD" multiplicity=1 charge=0 smiles="CCCCCCN/C(C)=C1/C(=O)NC(=O)N(Cc2ccccc2)C1=O" lumo_energy_ev=0.6 de_lowest_kcal_mol=8.9 orbital_gap_ev=9.360
C 6.28 2.34 0.21 -0.11
C 5.65 1.74 -1.04 -0.27
C 4.12 1.67 -0.98 -0.22
C 3.56 0.80 0.14 -0.21
C 3.96 -0.67 0.01 -0.18
C 3.28 -1.54 1.08 -0.17
N 1.84 -1.52 0.96 0.08
C 1.07 -2.21 0.13 -0.19
C -0.31 -1.94 0.08 -0.01
C -0.86 -0.84 0.84 -0.33
O -0.20 -0.13 1.60 0.03
N -2.21 -0.57 0.71 0.08
C -3.09 -1.29 -0.06 -0.47
O -4.27 -1.05 -0.14 0.09
N -2.52 -2.34 -0.74 0.21
C -1.18 -2.73 -0.76 -0.42
O -0.88 -3.68 -1.46 0.05
H -3.14 -2.89 -1.32 0.17
C -2.75 0.59 1.43 -0.07
C -2.61 1.83 0.59 -0.20
C -1.49 2.64 0.71 -0.04
C -1.35 3.77 -0.09 -0.08
C -2.33 4.08 -1.01 -0.10
C -3.45 3.28 -1.14 -0.08
C -3.59 2.15 -0.34 -0.03
H -4.46 1.52 -0.45 0.11
H -4.21 3.52 -1.86 0.10
H -2.22 4.96 -1.63 0.10
H -0.48 4.39 0.01 0.10
H -0.73 2.39 1.43 0.10
H -2.19 0.69 2.36 0.13
H -3.80 0.37 1.63 0.13
C 1.66 -3.29 -0.71 0.01
H 2.74 -3.36 -0.60 0.07
H 1.20 -4.24 -0.46 0.10
H 1.42 -3.11 -1.76 0.10
H 1.33 -0.78 1.46 0.11
H 3.51 -1.14 2.07 0.13
H 3.66 -2.56 1.03 0.11
H 5.04 -0.78 0.13 0.11
H 3.68 -1.03 -0.98 0.12
H 2.47 0.88 0.11 0.11
H 3.89 1.18 1.11 0.11
H 3.73 2.69 -0.86 0.11
H 3.75 1.30 -1.94 0.11
H 6.06 0.75 -1.22 0.10
H 5.92 2.36 -1.90 0.10
H 5.84 3.31 0.43 0.08
H 7.35 2.47 0.07 0.07
H 6.13 1.69 1.07 0.06

***

50
Properties=species:S:1:pos:R:3:lowdin_charge:R:1 method="wB97M-V/def2-TZVPD" multiplicity=1 charge=0 smiles="CN1CCN(C(=O)CCCOc2cc(=O)n(C)c3ccccc23)CC1" lumo_energy_ev=0.7 de_lowest_kcal_mol=49.2 orbital_gap_ev=8.811
C -4.97 -2.29 1.28 -0.10
N -4.50 -1.31 0.33 -0.23
C -4.31 0.00 0.94 -0.18
H -3.51 -0.02 1.70 0.13
C -3.97 1.02 -0.14 -0.13
N -2.76 0.63 -0.83 -0.04
C -1.72 1.41 -1.19 -0.46
O -0.81 0.99 -1.87 0.06
C -1.74 2.86 -0.71 -0.10
C -1.28 3.03 0.74 -0.15
C 0.21 2.71 0.90 -0.18
H 0.78 3.18 0.09 0.13
H 0.58 3.08 1.87 0.14
O 0.37 1.30 0.84 -0.03
C 1.59 0.80 0.56 -0.20
C 2.74 1.51 0.52 0.08
C 4.01 0.91 0.20 -0.43
O 5.06 1.54 0.16 0.04
N 4.00 -0.46 -0.06 -0.02
C 2.86 -1.22 0.00 -0.14
C 2.88 -2.60 -0.25 -0.02
C 1.73 -3.34 -0.18 -0.08
C 0.51 -2.75 0.14 -0.08
C 0.47 -1.40 0.38 -0.01
C 1.63 -0.62 0.32 -0.07
H -0.45 -0.89 0.63 0.10
H -0.39 -3.34 0.18 0.10
H 1.77 -4.40 -0.38 0.10
H 3.81 -3.09 -0.49 0.10
C 5.27 -1.07 -0.40 -0.02
H 6.01 -0.27 -0.40 0.09
H 5.55 -1.82 0.33 0.10
H 5.23 -1.51 -1.40 0.10
H 2.79 2.57 0.71 0.12
H -1.43 4.07 1.05 0.12
H -1.84 2.38 1.40 0.11
H -2.73 3.29 -0.84 0.11
H -1.05 3.41 -1.37 0.13
C -2.86 -0.71 -1.37 -0.12
C -3.25 -1.72 -0.30 -0.18
H -2.44 -1.81 0.45 0.11
H -3.41 -2.69 -0.76 0.13
H -3.62 -0.72 -2.16 0.14
H -1.89 -0.97 -1.81 0.12
H -4.80 1.05 -0.86 0.13
H -3.86 2.00 0.32 0.11
H -5.24 0.29 1.43 0.12
H -5.92 -1.95 1.69 0.08
H -5.13 -3.23 0.76 0.08
H -4.27 -2.46 2.11 0.09

***

52
Properties=species:S:1:pos:R:3:lowdin_charge:R:1 method="wB97M-V/def2-TZVPD" multiplicity=1 charge=0 lumo_energy_ev=0.0 de_lowest_kcal_mol=548.6 orbital_gap_ev=8.341
C 2.37 5.93 -2.05 -0.07
C 1.83 4.97 -0.96 -0.24
H 2.39 5.17 0.07 0.17
H 0.80 5.25 -0.87 0.11
O 2.15 3.69 -1.53 -0.04
C 1.68 2.80 -0.57 -0.17
C 1.93 1.62 -1.07 -0.03
C 1.92 0.28 -0.35 0.03
C 1.24 0.39 0.88 -0.20
C 0.75 1.59 1.37 0.00
C 1.13 2.85 0.93 -0.14
O 0.87 4.09 1.26 -0.10
C 0.10 4.07 2.26 -0.24
H -0.91 3.60 2.55 0.12
H 0.80 3.67 3.21 0.15
H -0.18 5.29 2.65 0.17
H 0.15 1.63 2.23 0.10
C 0.72 -0.75 1.60 -0.29
N 0.48 -0.97 2.96 0.05
O 0.14 -2.10 3.25 0.06
C 0.57 -2.84 2.01 -0.20
N 0.77 -1.92 1.21 0.13
C 0.29 -4.30 2.15 -0.04
C -1.26 -4.60 1.80 -0.03
C -1.28 -4.82 0.30 -0.21
O -2.39 -5.61 -0.15 -0.13
N -0.99 -3.85 -0.75 0.02
H -0.20 -3.23 -0.05 0.20
C -1.46 -3.50 -1.93 -0.30
H -0.63 -3.74 -2.64 0.16
H -2.06 -4.41 -2.04 0.15
C -1.88 -2.23 -2.17 -0.18
C -0.98 -1.10 -2.01 -0.19
H -0.66 -0.76 -3.18 0.20
C -1.73 0.06 -1.37 -0.13
H -1.02 0.68 -0.59 0.15
C -2.41 -0.89 -0.40 -0.50
H -3.69 -0.22 0.10 0.18
H -1.95 -1.08 0.58 0.09
O -2.94 -1.82 -0.93 -0.05
H -2.55 0.56 -2.00 0.14
H -0.22 -1.18 -1.34 0.04
H -2.54 -2.10 -3.09 0.19
H -1.90 -3.99 2.09 0.05
H -1.21 -5.66 2.10 0.13
H 0.92 -4.89 1.23 0.20
H 0.45 -4.76 2.93 0.01
H 1.97 -0.75 -0.83 0.13
H 2.72 1.38 -1.89 0.15
H 3.54 5.88 -2.13 0.11
H 2.00 5.68 -2.99 0.04
H 2.38 6.96 -1.83 0.05